No. 1
Here is C19H40BO6PS in the gas phase from OMol25. Energies are from ωB97M-V/def2-TZVPD.

Computed properties:
* HOMO level: -0.3161 Eh
* structure (SMILES): CCP(CC)[C@H]1[C@@H](OC[C@@H](C)CC(C)C)[C@H](CC(C)C)[C@@H](B(O)O)OS1(=O)=O
* maximum force: 1.0 eV Å⁻¹
* energy: -1963.85338 hartree
* frontier orbital gap: 9.2174 eV

```
! RIJCOSX wB97M-V def2-TZVPD def2/J DEFGRID3
* xyz 0 1
C 1.58908 -1.09252 2.69877
C 1.27470 0.36472 3.02484
P -0.53471 0.70725 2.90273
C -0.90159 1.65395 4.44772
C -1.87680 0.85478 5.31547
C -0.77107 1.87696 1.45704
C -0.55040 1.21022 0.09187
O 0.76491 0.69476 0.08059
C 1.35753 0.59902 -1.21490
C 2.81229 1.08266 -1.22631
C 3.57817 0.82577 0.08179
C 3.56535 0.62054 -2.48144
C 3.51555 -0.87112 -2.87358
C 3.65948 -1.84633 -1.71046
C 2.30465 -1.23574 -3.76438
C -1.60283 0.16541 -0.27220
C -1.72921 0.00335 -1.80409
C -1.83353 -1.46770 -2.27181
C -3.28787 -1.95366 -2.22315
C -1.38240 -1.53430 -3.73754
C -2.98520 0.44310 0.34647
B -3.41146 -0.37975 1.66583
O -2.86531 -1.59664 1.99002
O -4.43488 0.10377 2.42260
O -3.24567 1.87613 0.43147
S -2.36699 2.69689 1.46608
O -2.97111 2.62709 2.75632
O -2.16808 3.99598 0.90211
H 1.46260 -1.27188 1.63262
H 0.90452 -1.74948 3.23443
H 2.60813 -1.34005 2.99388
H 1.79776 1.05937 2.37417
H 1.59205 0.59300 4.04303
H -1.26063 2.65680 4.24678
H 0.03537 1.76251 4.99843
H -1.81883 1.17328 6.35615
H -1.58119 -0.19620 5.30889
H -2.89742 0.92960 4.95042
H -0.07034 2.71318 1.49516
H -0.61240 2.02617 -0.63968
H 0.81215 1.21676 -1.93223
H 1.26807 -0.43414 -1.55193
H 2.73382 2.17101 -1.30688
H 3.30817 -0.11632 0.54618
H 3.46271 1.65756 0.76880
H 4.64284 0.77280 -0.15270
H 3.19005 1.18688 -3.33655
H 4.61329 0.89456 -2.35665
H 4.39635 -1.03502 -3.49946
H 4.54523 -1.58908 -1.12475
H 2.81624 -1.83188 -1.02126
H 3.81563 -2.86352 -2.06751
H 1.82056 -0.35716 -4.18425
H 2.60764 -1.90163 -4.57098
H 1.58107 -1.80545 -3.17715
H -1.25913 -0.80024 0.10343
H -0.89049 0.45088 -2.33318
H -2.61945 0.52522 -2.16246
H -1.18864 -2.09786 -1.65718
H -3.67579 -2.01461 -1.20600
H -3.90247 -1.22716 -2.75624
H -3.38135 -2.91932 -2.71559
H -2.14733 -1.06783 -4.36292
H -0.46873 -0.96365 -3.90548
H -1.25296 -2.55900 -4.08147
H -3.70542 0.08641 -0.39023
H -1.90513 -1.54983 2.05306
H -4.87915 -0.60930 2.88544
*
```

No. 2
Here is 2 unconnected molecules or ions with the total composition C19H40IN2O3PS in a non-equilibrium geometry from OMol25. Energies are from ωB97M-V/def2-TZVPD.

Computed properties:
* HOMO level: -0.2406 Eh
* maximum force: 1.4 eV Å⁻¹
* energy: -2120.27520 hartree
* frontier orbital gap: 5.5166 eV

```
! RIJCOSX wB97M-V def2-TZVPD def2/J DEFGRID3
* xyz 0 1
C 7.25657 -3.73888 0.70934
O 7.48688 -2.43522 0.22002
C 6.36060 -1.81090 -0.36548
C 6.52091 -0.30663 -0.24508
C 5.50568 0.47024 -1.09123
C 4.26792 0.92034 -0.31433
C 3.27746 1.65293 -1.22110
C 2.05697 2.19917 -0.46338
C 0.74668 2.15412 -1.27459
C -0.17805 0.99376 -0.88266
C -1.63474 1.29248 -1.29700
C -2.49087 1.81116 -0.13808
C -3.16696 0.76876 0.73165
N -2.48913 0.30744 1.94989
C -3.25277 -0.44191 2.65801
S -4.75720 -0.81475 1.90437
C -3.89522 -0.48970 0.20151
C -3.07868 -1.80940 0.02048
C -2.72701 -2.30194 -1.39183
C -3.74083 -3.28642 -2.01855
N -3.25232 -4.66336 -2.11760
P -5.40233 -0.02538 -0.81620
O -6.27812 -1.40539 -0.71318
I -4.77605 0.07735 -3.18638
H 6.21477 -3.89471 1.00130
H 7.87149 -3.87284 1.60020
H 7.55922 -4.48932 -0.02771
H 5.43034 -2.13327 0.11950
H 6.29916 -2.08963 -1.42604
H 6.49500 0.00140 0.80107
H 7.51985 -0.07652 -0.62366
H 5.21438 -0.09030 -1.98422
H 5.99276 1.38119 -1.44989
H 3.76750 0.06872 0.15876
H 4.60126 1.59291 0.48145
H 3.82508 2.48526 -1.67080
H 2.98004 0.96504 -2.01849
H 1.93720 1.68032 0.49035
H 2.26334 3.24120 -0.21446
H 0.21866 3.09468 -1.10095
H 0.99538 2.09576 -2.33615
H -0.09930 0.80011 0.18835
H 0.14107 0.12709 -1.46977
H -2.08535 0.42116 -1.77177
H -1.61906 2.06729 -2.06642
H -3.25167 2.50739 -0.49118
H -1.85459 2.39461 0.54767
H -4.00355 1.32762 1.17883
H -1.56974 0.63622 2.26024
H -2.96852 -0.83241 3.62400
H -2.13963 -1.68037 0.55872
H -3.61076 -2.61892 0.52012
H -2.49845 -1.50168 -2.08995
H -1.80171 -2.87512 -1.29104
H -4.67981 -3.29787 -1.45885
H -3.97436 -2.95451 -3.02891
H -2.45181 -4.85169 -1.53409
H -3.07790 -4.94393 -3.06876
H -5.85804 -2.10819 -0.19866
C -3.75322 3.34721 3.44403
C -2.26676 3.73126 3.28669
O -1.58254 2.86143 2.50193
H -3.84874 2.35735 3.90657
H -4.29181 4.06026 4.07906
H -4.25174 3.33135 2.46848
H -1.87699 3.83371 4.32606
H -2.26983 4.78286 2.91978
*
```

No. 3
Here is a molecular structure, C19H40N9O5P3S in a non-equilibrium geometry from OMol25. Energies are from ωB97M-V/def2-TZVPD.

Computed properties:
* HOMO level: -0.2898 Eh
* maximum force: 7.6 eV Å⁻¹
* energy: -3038.89057 hartree
* frontier orbital gap: 6.2829 eV

```
! RIJCOSX wB97M-V def2-TZVPD def2/J DEFGRID3
* xyz 0 1
N -4.41181 -3.16043 1.35518
C -3.48001 -3.83432 1.41966
O -2.26064 -4.46534 1.53269
C -1.37954 -3.48316 2.11527
C -0.78428 -2.53195 1.19267
C 0.12238 -1.44767 1.74917
P 0.83371 -0.20893 0.49981
O -0.25228 1.08299 0.58824
O 0.59276 -0.86404 -1.05620
C 0.44647 -1.29050 3.15991
C -0.15356 -2.31128 4.10414
N -0.03837 -2.42200 5.48120
S -0.94705 -3.75985 5.92748
N -1.58735 -4.33326 4.48060
C -1.07177 -3.42144 3.58182
H -1.02112 -2.59372 0.09375
H -0.09599 1.74686 -0.10902
H -0.31608 -0.57476 -1.30021
H 1.09462 -0.47883 3.56895
O 0.30007 -2.65913 -4.85077
P 1.61640 -3.30269 -4.40231
N 2.00762 -3.88827 -5.95387
C 1.87189 -5.19554 -6.54925
C 2.48182 -2.90082 -6.91215
N 0.82331 -4.37732 -3.29938
C 0.64842 -5.81069 -3.44497
C -0.38744 -3.84205 -2.66598
N 3.14813 -3.93867 -3.83673
C 3.89727 -5.11010 -4.23135
C 3.50353 -3.47020 -2.49164
H 2.82891 -5.51020 -6.98989
H 1.12122 -5.20404 -7.34734
H 1.60672 -5.97502 -5.84262
H 3.54853 -2.69546 -6.75430
H 1.93752 -1.95785 -6.80871
H 2.34923 -3.22581 -7.94645
H 0.15545 -6.07863 -4.38465
H 0.02544 -6.22016 -2.64431
H 1.58928 -6.35008 -3.33709
H -1.26655 -3.96031 -3.31464
H -0.27339 -2.78336 -2.43325
H -0.59212 -4.34344 -1.71463
H 3.29492 -6.01136 -4.32936
H 4.67939 -5.35083 -3.50696
H 4.41382 -4.93783 -5.18383
H 3.07766 -4.11796 -1.71798
H 3.12885 -2.45625 -2.33021
H 4.58690 -3.42333 -2.35707
O 0.49375 5.68990 1.70324
P -0.42723 5.88516 2.91200
N -0.66473 4.21927 3.17166
C -1.75592 3.33882 2.82630
C 0.45001 3.49568 3.76390
N -1.61383 6.74997 1.99706
C -2.93074 6.28230 1.60574
C -1.08245 7.56580 0.89715
N -1.37632 6.19518 4.35200
C -2.50445 5.49062 4.91828
C -1.29954 7.58953 4.80312
H -2.08340 2.77862 3.71420
H -1.46376 2.61001 2.06481
H -2.64126 3.85220 2.46511
H 0.46007 3.63225 4.85322
H 1.40605 3.85259 3.37002
H 0.40777 2.42364 3.55726
H -2.89235 5.33799 1.05377
H -3.43072 7.00084 0.94972
H -3.60580 6.20219 2.45771
H -0.91622 6.96300 -0.00627
H -0.13735 8.03376 1.17468
H -1.76393 8.38297 0.64438
H -3.26768 5.21640 4.19228
H -3.01472 6.09038 5.67615
H -2.17484 4.57807 5.43030
H -2.05421 8.21090 4.30948
H -0.31509 8.00821 4.57962
H -1.42909 7.66821 5.88522
*
```

No. 4
Here is a molecular structure, C19H40NO9S4 in a non-equilibrium geometry from OMol25. Energies are from ωB97M-V/def2-TZVPD.

Computed properties:
* HOMO level: -0.4520 Eh
* maximum force: 12.0 eV Å⁻¹
* energy: -3071.94885 hartree
* frontier orbital gap: 8.9444 eV
* energy above the lowest of the compared OMol25 structures with the same formula, charge and spin: 2.411 eV

```
! RIJCOSX wB97M-V def2-TZVPD def2/J DEFGRID3
* xyz 1 1
C 0.21366 -0.24237 2.39080
C 1.37711 -0.18895 1.51407
O 1.88289 -1.24260 0.97662
N 1.79639 1.15617 0.82707
H 1.58592 1.84290 1.42004
H 2.86987 1.04818 0.70940
C 1.45339 1.28509 -0.59597
H 0.57438 -0.21067 3.47053
H -0.47762 -0.95861 1.95698
H -0.35958 0.57490 2.25808
H 0.44472 1.06946 -0.59681
H 2.01636 0.32595 -1.14034
H 1.68949 2.28852 -1.07967
C -5.03790 -2.68632 2.14465
C -6.16304 -1.75934 2.00424
C -5.47377 -0.48255 2.22456
S -3.86299 -0.65556 1.52405
O -2.93389 -0.54420 2.52310
O -3.70463 0.10325 0.28403
C -4.08436 -2.31505 1.09328
H -5.51563 -3.59464 2.04598
H -4.47139 -2.60576 3.15802
H -6.92146 -2.00805 2.68351
H -6.79588 -1.74625 1.22933
H -5.40815 -0.19080 3.21138
H -5.85277 0.31974 1.65941
H -3.09815 -3.01153 1.02542
H -4.58839 -2.38941 0.15522
C -2.21338 3.59214 -0.82217
C -3.28696 2.91308 -1.73533
C -2.67766 2.61450 -2.92404
S -1.33116 3.77793 -3.18261
O -1.62055 4.58627 -4.33136
O -0.15050 3.05586 -3.06543
C -1.62687 4.64184 -1.69293
H -1.47573 3.05177 -0.24421
H -2.87761 3.97643 -0.02126
H -4.16261 3.59818 -1.86261
H -3.60813 1.99427 -1.35005
H -3.20201 2.70310 -3.78307
H -2.27142 1.68163 -2.91440
H -2.41509 5.46210 -1.96591
H -0.72848 5.09775 -1.19381
C 8.05022 -0.81156 3.08402
C 7.26306 0.03389 3.95548
C 7.44367 1.34479 3.29700
S 7.15254 0.97911 1.58266
O 8.15397 1.74262 0.90665
O 5.75994 1.17148 1.31743
C 7.54341 -0.73839 1.63826
H 8.09098 -1.93212 3.68601
H 8.90174 -0.64438 2.80776
H 7.47905 0.20073 4.99500
H 6.21221 -0.11358 4.01242
H 8.34477 1.97153 3.35087
H 6.78235 2.02040 3.79523
H 8.43637 -0.92863 0.95878
H 6.66552 -1.43744 1.50691
C -1.28864 -3.41933 -4.33078
C -2.41947 -2.29419 -3.88823
C -1.78742 -1.45926 -3.06281
S -0.64960 -2.26034 -1.98322
O -1.35027 -2.48601 -0.74700
O 0.47527 -1.41166 -1.83475
C -0.47907 -3.69566 -3.03779
H -0.42635 -3.05128 -5.08511
H -1.45973 -4.36206 -4.66447
H -3.39551 -2.78071 -3.31878
H -2.84135 -1.70337 -4.55319
H -2.58501 -0.98845 -2.60770
H -1.28820 -0.57393 -3.65010
H -0.78032 -4.64272 -2.75483
H 0.48944 -3.65785 -3.36349
*
```

No. 5
Here is a molecular structure, C19H41AgBr2Cl3F6NO10S2 in a non-equilibrium geometry from OMol25. Energies are from ωB97M-V/def2-TZVPD.

Computed properties:
* HOMO level: -0.3346 Eh
* maximum force: 2.4 eV Å⁻¹
* energy: -9626.72606 hartree
* frontier orbital gap: 8.6437 eV
* energy above the lowest of the compared OMol25 structures with the same formula, charge and spin: 0.000 eV

```
! RIJCOSX wB97M-V def2-TZVPD def2/J DEFGRID3
* xyz 0 1
Ag -1.48535 0.24290 -1.84848
O 1.08341 -2.21113 -2.27979
H 0.86036 -3.02957 -1.66855
H 0.38663 -2.19008 -2.95224
H 0.97969 -1.36412 -1.65367
O -1.10045 -2.41446 0.50442
H -0.41856 -1.66668 0.34165
H -0.62914 -3.18725 0.04919
H -1.92498 -2.04020 -0.08331
C -4.07925 -1.73608 1.18844
C -3.86959 -0.91529 -0.07754
C -3.85233 0.57556 0.25638
O -2.74156 -1.30921 -0.78776
H -3.25032 -1.59268 1.89770
H -4.15821 -2.80954 1.01469
H -4.94735 -1.40113 1.76279
H -4.77032 -1.08327 -0.69634
H -3.86482 1.13072 -0.68831
H -2.99792 0.84816 0.88838
H -4.72181 0.90552 0.83362
C 0.30504 0.15619 1.80608
C 0.66938 0.50443 0.36968
C 2.05534 1.08565 0.21118
O 0.43039 -0.55698 -0.55325
H -0.74821 -0.11205 1.84891
H 0.51435 0.99362 2.47278
H 0.93544 -0.66513 2.15075
H -0.02619 1.31123 0.06183
H 2.26755 1.88789 0.92775
H 2.15362 1.60235 -0.74873
H 2.85746 0.35265 0.29585
C 2.18232 -3.86635 0.69524
F 2.83425 -3.31354 -0.33336
F 3.05566 -4.37558 1.53965
F 1.46569 -2.92690 1.29970
S 1.09697 -5.21405 0.02777
O 1.96597 -6.08390 -0.69131
O 0.36903 -5.72450 1.13412
N 0.14930 -4.25835 -1.01619
S -0.89139 -5.21863 -1.83981
O -1.09490 -6.49210 -1.26168
O -2.01490 -4.43215 -2.22759
C -0.00332 -5.49684 -3.44005
F 0.40892 -4.29707 -3.92238
F 1.05114 -6.27518 -3.29935
F -0.84621 -6.02318 -4.31080
C 3.02915 -1.28049 4.31030
Cl 2.13824 -0.11968 5.31537
Cl 3.65814 -2.56232 5.34711
Cl 4.33826 -0.46482 3.45367
H 2.36102 -1.71137 3.57978
C -1.26039 4.65211 3.10421
C -1.85575 3.63401 2.12890
C -3.11855 3.14801 2.86279
O -3.22178 3.89924 4.08771
C -2.48704 5.07013 3.92752
H -0.76300 5.49276 2.61907
H -0.55073 4.22933 3.81511
H -1.14714 2.81626 1.98981
H -2.11516 4.08835 1.17545
H -3.15520 2.07806 3.05012
H -4.02683 3.43591 2.31731
H -2.14474 5.45023 4.89605
H -2.99948 5.95033 3.50864
C -0.86580 3.89031 -4.52290
C -0.93341 4.56355 -3.14861
C -0.80352 3.38993 -2.17560
O -1.46782 2.31682 -2.85428
C -1.21033 2.41575 -4.25693
H 0.07994 4.06502 -5.03612
H -1.58744 4.34724 -5.20270
H -1.89686 5.03755 -2.94931
H -0.19097 5.34065 -2.97454
H -1.27096 3.51706 -1.20093
H 0.25162 3.15309 -1.98012
H -2.10090 2.12442 -4.81599
H -0.42712 1.71997 -4.57856
Br 5.51848 1.62599 -1.52611
C 5.86177 0.46372 -0.02515
C 6.77194 -0.67692 -0.44140
Br 5.85602 -1.96881 -1.56481
H 4.96281 0.02792 0.39782
H 6.38148 1.03747 0.73946
H 7.13178 -1.20035 0.44115
H 7.61945 -0.31016 -1.01134
*
```

No. 6
Here is 8 unconnected molecules or ions with the total composition C19H41Br10N3O3 in a non-equilibrium geometry from OMol25. Energies are from ωB97M-V/def2-TZVPD.

Computed properties:
* HOMO level: -0.3410 Eh
* structure (SMILES): CN(C)C=O.CN(C)C=O.CN(C)C=O.BrCCBr.BrCCBr.BrCCBr.BrCCBr.BrCCBr
* maximum force: 4.9 eV Å⁻¹
* energy: -26878.59560 hartree
* frontier orbital gap: 9.4548 eV
* energy above the lowest of the compared OMol25 structures with the same formula, charge and spin: 1.323 eV

```
! RIJCOSX wB97M-V def2-TZVPD def2/J DEFGRID3
* xyz 0 1
C -8.13935 -0.99226 6.94806
N -7.27753 -0.83213 5.74950
C -6.14700 -1.76891 5.61416
C -7.42494 0.22917 5.04207
O -6.61014 0.67980 4.21513
H -7.65124 -0.86689 7.91457
H -8.36253 -2.05510 7.04118
H -9.07665 -0.44357 6.85585
H -5.73195 -1.55925 4.62833
H -5.37250 -1.60495 6.36341
H -6.46168 -2.80899 5.69974
H -8.37934 0.72784 5.27157
C 7.56635 2.26654 3.63042
N 7.64963 2.94037 4.92855
C 6.58101 2.62070 5.87619
C 8.60673 3.81292 5.31492
O 8.72778 4.27285 6.41262
H 8.35585 2.74054 3.04722
H 6.71526 2.64539 3.06456
H 7.60725 1.17759 3.65536
H 5.57501 2.86114 5.53228
H 6.64090 1.57811 6.18846
H 6.62502 3.16301 6.82068
H 9.38239 3.95905 4.54732
C 4.90370 -4.06832 -6.80596
N 5.46747 -4.60545 -8.01315
C 6.66639 -5.49015 -7.80285
C 4.88029 -4.54754 -9.22224
O 5.28393 -5.07004 -10.24749
H 4.42909 -4.85865 -6.22439
H 4.18399 -3.29745 -7.08145
H 5.69725 -3.70396 -6.15358
H 6.26631 -6.32643 -7.22955
H 7.02726 -5.86309 -8.76138
H 7.45089 -5.05855 -7.18124
H 3.92577 -4.00903 -9.11686
Br -3.08391 -7.16370 -7.19528
C -4.59014 -6.94975 -5.88392
C -3.97073 -7.08322 -4.48561
Br -5.16914 -6.35374 -3.03963
H -5.46371 -7.52099 -6.19807
H -4.87934 -5.90168 -5.96161
H -3.10588 -6.42042 -4.45673
H -3.78147 -8.14343 -4.31759
Br 4.06662 4.23071 -5.72404
C 2.90793 5.85857 -5.54978
C 3.56984 6.93247 -4.58545
Br 3.57226 6.16301 -2.73946
H 1.86792 5.62836 -5.31850
H 2.91798 6.26661 -6.56047
H 3.05956 7.89504 -4.55144
H 4.61373 7.04285 -4.87906
Br -0.44786 0.39725 7.88945
C -1.48112 1.16575 9.48644
C -1.50858 0.05309 10.61195
Br 0.22284 -0.39242 11.42282
H -2.42782 1.59073 9.15293
H -0.86022 2.02873 9.72703
H -1.99192 -0.83288 10.20019
H -2.09861 0.41802 11.45266
Br 1.44824 -1.81976 -0.79282
C 0.72518 0.03752 -0.54810
C -0.82074 -0.07308 -0.67396
Br -1.43918 -0.47722 -2.51448
H 1.11039 0.69740 -1.32546
H 1.01834 0.31233 0.46514
H -1.29741 0.87469 -0.42376
H -1.18793 -0.78770 0.06265
Br -8.47602 4.07296 -4.55439
C -6.96868 4.17487 -3.30980
C -5.79275 4.80542 -4.02714
Br -4.43811 5.52875 -2.68335
H -6.70559 3.21122 -2.87359
H -7.27742 4.81760 -2.48538
H -6.06696 5.71895 -4.55474
H -5.35018 4.15276 -4.77966
*
```

> maximum force of number 3 (C19H40N9O5P3S)?

7.6 eV Å⁻¹

> Which formula does entry 2 have?

C19H40IN2O3PS